1.
40
Properties=species:S:1:pos:R:3:forces:R:3 method="wB97M-V/def2-TZVPD" molar_mass_g_mol=416.1 total_charge=+2 homo_ev=-15.432 homo_lumo_gap_ev=9.317
N -9.86242 3.79043 2.46310 0.6435 -0.1862 -0.5671
C -9.76076 4.58721 4.87120 0.5953 0.1777 -0.4295
C -7.82893 3.85361 0.96020 0.2875 0.2243 0.3027
H -8.71685 4.31232 5.10084 -0.5624 0.0335 0.2220
C -10.10250 8.89441 3.51057 1.1540 1.2842 -0.5447
H -9.08490 8.76871 3.95164 -0.7285 0.1432 -0.0005
C -10.33821 3.61595 3.82122 -0.4899 -1.4319 2.2364
Y -10.32212 6.06230 2.01947 -0.8950 0.1345 -0.4681
H -8.71554 6.28989 4.39272 -1.1644 -0.0549 0.1235
H -8.25560 9.64920 1.92473 0.2702 -0.2595 -0.1865
H -8.94071 9.12806 0.41484 0.2209 -0.3924 0.2689
C -10.52172 6.99220 5.16478 -0.9637 0.0536 0.2578
H -10.82485 8.77328 1.55428 1.6399 -0.1006 0.9245
H -10.28058 9.99460 3.43378 -0.2272 -0.7761 0.9082
H -11.83949 8.64488 4.74921 -0.3117 0.2749 0.3715
H -10.09561 2.57088 4.19869 -0.3419 1.0612 -0.3964
H -6.52388 5.33571 0.25400 0.4719 0.4368 -0.0954
C -11.13064 8.03733 4.21720 -0.5384 -0.6812 -0.1208
C -8.68337 8.76798 1.42719 -0.9379 1.1934 -0.1757
N -9.72779 6.02475 4.36792 1.1987 -0.6994 0.2398
H -8.48064 3.77661 0.08170 -0.1670 -0.0025 0.1604
H -11.38740 6.43333 5.60237 0.8694 0.4197 -0.0966
H -6.84900 8.00326 0.74121 -0.2979 -0.6271 0.7355
C -7.23146 5.27833 1.06627 -0.2223 -1.4197 0.3671
H -11.80729 7.48082 3.46673 0.6302 0.7533 0.7166
H -10.48424 3.27072 1.84826 -0.0994 -0.0218 -0.1105
H -8.44545 6.45062 -0.06460 0.0836 -0.1162 0.7866
C -8.46889 3.27869 2.23213 -0.0533 0.3276 -0.0723
N -8.23195 6.35739 0.95397 -0.3644 -0.0830 -1.4490
H -6.70648 5.37682 2.03460 -0.1335 0.0752 -0.4879
H -10.39445 4.51927 5.77055 0.5193 0.0112 -0.2663
C -7.67292 7.62492 1.40004 0.6157 1.3038 0.9283
H -7.30079 7.43324 2.44723 -0.0126 0.3866 -1.0178
H -8.43669 2.18559 2.17470 -0.3367 0.1230 0.1079
H -11.44195 3.69191 3.91953 0.4372 -0.0259 -0.7097
I -12.50030 5.53842 0.28391 0.3409 0.1545 0.3146
H -7.89411 3.55915 3.12087 0.1355 -0.0179 -0.1998
N -9.97264 8.46737 2.12234 -0.8568 -1.3051 -2.1071
H -9.92399 7.46161 5.97732 -0.4404 -0.3477 -0.4988
H -6.98815 3.20226 0.71787 0.0318 -0.0231 0.0283

=====

2.
40
Properties=species:S:1:pos:R:3:forces:R:3 method="wB97M-V/def2-TZVPD" molar_mass_g_mol=382.2 smiles="C[C@@H](I)C[PH3]CCCO.O=S1(=O)CCCC1" total_charge=0 homo_ev=-8.135 homo_lumo_gap_ev=8.628
P 1.19930 -0.36594 -2.22394 -0.0475 0.0214 -0.0481
H -2.91663 0.70890 4.62885 0.0028 0.0073 0.0032
C -0.58148 -0.85523 -2.62790 0.0634 -0.0902 -0.1434
H -1.06714 -0.00825 -3.12738 -0.0466 0.0015 0.0982
H -2.58226 3.37218 4.40468 0.0077 0.0018 0.0000
C 4.35410 -1.99935 -1.56145 0.0049 -0.0469 -0.0240
H 0.40085 1.61173 2.48718 -0.0062 0.0039 0.0123
H 5.08246 -0.06253 -2.13480 -0.0277 -0.0158 0.0075
C -1.28699 2.99772 2.68267 0.0198 -0.0036 -0.0057
S -1.56332 0.34910 2.73111 0.0539 -0.0281 0.0134
C -2.68418 1.30564 3.74998 -0.0107 -0.0151 -0.0104
H 2.99648 0.08626 -0.60644 0.0069 0.0002 -0.0237
C 2.97836 0.14701 -1.70316 0.0596 0.0240 0.0033
I 4.05844 -0.92498 -4.37675 0.0030 -0.0037 -0.0727
H -2.61857 -2.75705 -2.25872 -0.0001 0.0413 0.0038
C -0.61144 1.74926 2.11095 -0.0070 -0.0207 -0.0162
H -0.61380 1.69471 1.02466 0.0124 0.0110 0.0014
H 1.55571 -1.74196 -2.10731 -0.0397 -0.0091 0.0689
H 0.72534 0.41625 -1.12103 0.0087 0.0387 0.0196
H -2.06536 3.34295 1.99958 -0.0056 -0.0065 0.0042
O -2.28415 -0.27771 1.64950 -0.0623 -0.0109 -0.0054
C -1.92094 2.59643 4.02165 -0.0161 0.0011 0.0111
C -1.32340 -1.27870 -1.37455 -0.0233 0.0562 0.0959
C -2.69983 -1.87074 -1.62175 -0.0318 -0.0767 0.0176
H 3.51618 -2.67013 -1.75175 -0.0018 0.0480 0.0307
H -0.53912 -1.67675 -3.35474 0.0240 0.0385 0.0045
H -1.44601 -0.41320 -0.71247 0.0566 -0.0249 -0.0196
H 1.35720 0.28958 -3.46804 0.0200 -0.0249 -0.0339
H -2.95160 -1.79392 0.31366 -0.0539 0.1436 0.0771
H -3.32512 -1.14307 -2.15541 0.0202 0.0104 0.0227
H -0.73130 -2.00993 -0.80580 0.0010 -0.0104 -0.0638
H 4.44291 -1.86170 -0.47960 0.0062 -0.0092 -0.0257
O -0.72008 -0.45151 3.58006 0.0030 0.0158 0.0045
H -0.56887 3.80762 2.80125 -0.0098 0.0062 -0.0074
H -3.58442 1.47715 3.16014 0.0008 0.0033 0.0053
H 5.25601 -2.49095 -1.92623 -0.0103 0.0355 0.0262
C 4.16582 -0.64238 -2.21812 0.0022 -0.0147 0.0546
O -3.34196 -2.27769 -0.42196 0.0641 -0.0818 -0.1171
H 3.08435 1.20358 -1.97593 -0.0429 -0.0170 0.0346
H -1.14553 2.41759 4.76931 0.0023 -0.0002 -0.0036

=====

3.
43
Properties=species:S:1:pos:R:3:forces:R:3 method="wB97M-V/def2-TZVPD" molar_mass_g_mol=477.9 total_charge=+2 homo_ev=-14.269 homo_lumo_gap_ev=8.200
Se 0.73240 3.83183 -1.87048 0.1155 0.2481 0.2741
C 0.47223 -0.61858 -1.87996 0.1712 -0.5323 0.1224
C 2.42873 3.37203 -1.02537 0.0161 -0.0184 -0.0251
H -0.64147 -1.17273 1.16207 -0.0084 0.0598 0.0553
C -0.22225 -3.23964 0.81513 0.0127 0.0376 0.0972
H 3.15196 3.25928 -1.82937 0.0069 0.0186 -0.0077
H 1.15701 -0.91339 0.09872 -0.0208 -0.0038 -0.0335
H 3.39651 -0.72405 -0.44442 0.0009 -0.0182 0.0043
H 0.17059 4.61994 0.42338 0.0372 0.0189 -0.0132
N -3.08066 -3.17587 0.66777 -0.0181 0.0416 0.0107
H -4.05942 -0.88574 1.13710 -0.0044 0.0049 0.0005
H -0.78677 2.99339 3.25860 0.0028 -0.0048 -0.0099
O 0.78775 -0.60138 -3.11127 0.4485 -0.9033 0.4596
H 0.72662 2.13197 3.59614 0.0056 0.0046 -0.0050
C 0.17772 -3.44574 -0.65206 0.0086 0.0582 0.0281
H -1.66233 2.30934 -0.47988 0.0494 -0.0337 -0.0026
H 2.26998 -3.10974 -0.33232 0.0493 0.0054 -0.0509
C -0.43572 4.10265 -0.31829 0.0071 0.0055 0.0003
C 0.19286 2.73469 2.86544 0.0129 -0.0410 0.0365
H -0.70769 -4.12223 1.23104 -0.0312 -0.0071 -0.0108
C 1.45885 -1.22370 -0.90391 0.1114 0.0442 0.0622
H 2.34141 2.45188 -0.46073 0.0091 -0.0273 0.0079
H -0.63565 -3.11580 -1.30688 -0.0012 -0.0199 0.0093
H 2.71811 4.20877 -0.39648 -0.0044 0.0079 0.0132
C -2.40084 -2.06248 0.94056 0.0969 -0.1153 0.0583
C -1.13576 2.89172 0.27812 -0.0031 0.0082 -0.0175
N -3.05572 -0.90976 1.09010 -0.0225 0.1076 -0.0227
H 0.30088 -4.51466 -0.82828 -0.0013 -0.0083 0.0005
H 3.12491 -0.89790 -2.04897 0.0037 0.0047 -0.0191
Se 0.00499 1.64622 1.26402 -0.1103 -0.0005 -0.0691
H -1.89006 3.23542 0.98717 -0.0156 0.0505 -0.0066
Sr -0.26845 1.33206 -3.28488 -0.8416 1.5668 -1.3614
O -0.58473 -0.03358 -1.47872 0.0647 -0.3999 0.5174
H -2.61903 -4.06438 0.59138 0.0089 -0.0076 -0.0055
H 0.66709 -3.09433 1.42930 -0.0039 -0.0346 0.0127
H -1.17005 4.82115 -0.68394 -0.0430 -0.0028 0.0424
N 2.72629 -0.55055 -1.18370 -0.0317 0.0232 0.0339
H -2.54622 -0.07280 1.33395 0.0258 -0.0343 0.0253
H 0.77245 3.62870 2.65417 -0.0016 0.0001 -0.0124
N -1.08061 -2.07777 1.06824 -0.0357 -0.0581 -0.1902
C 1.49154 -2.74853 -1.00977 -0.0352 -0.0248 0.0046
H 1.79881 -3.01683 -2.02258 -0.0264 -0.0229 -0.0105
H -4.08626 -3.17889 0.65988 -0.0050 0.0023 -0.0031

=====

4.
39
Properties=species:S:1:pos:R:3:forces:R:3 method="wB97M-V/def2-TZVPD" molar_mass_g_mol=395.4 spin_multiplicity=3 total_charge=+2 homo_ev="-15.124 / -18.013" homo_lumo_gap_ev="9.301 / 9.572"
H -2.85727 1.60896 0.26695 -0.0107 -0.0035 -0.0131
C -2.65447 0.27878 -1.42192 0.0241 -0.0424 0.0515
C -2.32841 1.57726 -0.68756 0.0291 -0.0268 0.0115
H 1.58592 1.64369 0.25186 -0.0080 -0.0055 0.0648
H -3.51663 -0.97184 0.72980 -0.0298 0.0032 -0.0282
H -0.75375 3.05341 -0.59536 0.0371 0.0207 -0.0265
H -2.80222 2.34957 -1.29408 -0.0065 0.0254 -0.0018
C 2.51428 0.52391 -1.35112 0.0003 -0.0557 -0.0052
H -1.58529 0.25251 1.64365 0.0078 0.0652 -0.0054
H -3.74137 0.18903 -1.45691 -0.0341 -0.0161 0.0140
H -0.60822 1.82090 0.62161 0.0233 -0.0319 0.0759
H -2.30969 0.32442 -2.45517 0.0094 -0.0063 -0.0268
C 1.54846 1.57482 -0.83166 -0.0231 0.0671 -0.0600
C 2.65410 -1.42274 0.27831 -0.0231 0.0523 -0.0419
H 2.30903 -2.45587 0.32405 -0.0097 -0.0275 -0.0061
C 0.86352 -0.42145 1.98050 0.0258 -0.1154 0.0296
H 2.56079 0.57147 -2.43921 0.0041 -0.0055 -0.0260
H -1.84216 -1.22413 2.55030 0.0399 -0.0031 0.0370
H 2.85809 0.26582 1.60878 0.0109 -0.0128 -0.0036
Pt -0.00026 -0.95947 -0.95947 0.0000 -0.0179 -0.0152
H 0.75409 -0.59385 3.05301 -0.0372 -0.0266 0.0207
H 0.01880 1.42328 -2.20155 -0.0044 0.0226 -0.0283
H -2.43344 -1.73258 -1.47327 -0.0310 0.0074 -0.0055
H -2.56077 -2.43873 0.57243 -0.0044 -0.0259 -0.0052
C -1.54821 -0.83104 1.57525 0.0230 -0.0602 0.0671
C -0.86318 1.98109 -0.42182 -0.0259 0.0295 -0.1160
N -2.09236 -0.99323 -0.86405 -0.0115 0.0644 -0.0174
C 2.32854 -0.68828 1.57687 -0.0289 0.0107 -0.0263
H 1.84255 2.54961 -1.22525 -0.0397 0.0374 -0.0030
C -2.51437 -1.35064 0.52476 0.0000 -0.0060 -0.0558
N 0.15230 1.24606 -1.20788 -0.0124 -0.0480 0.1208
N 2.09187 -0.86475 -0.99353 0.0112 -0.0160 0.0624
H 2.80181 -1.29531 2.34914 0.0064 -0.0014 0.0252
N -0.15226 -1.20778 1.24623 0.0120 0.1212 -0.0477
H -0.01890 -2.20138 1.42394 0.0045 -0.0283 0.0221
H 2.43255 -1.47413 -1.73294 0.0312 -0.0054 0.0074
H 0.60896 0.62192 1.81922 -0.0229 0.0752 -0.0316
H 3.74099 -1.45806 0.18830 0.0336 0.0139 -0.0159
H 3.51657 0.72872 -0.97227 0.0295 -0.0283 0.0029

=====

5.
39
Properties=species:S:1:pos:R:3:forces:R:3 method="wB97M-V/def2-TZVPD" molar_mass_g_mol=222.3 total_charge=+1 homo_ev=-11.271 homo_lumo_gap_ev=7.599
O -2.36714 1.55932 5.04727 0.0329 -0.0393 -0.0600
H -2.92202 -0.62061 2.57302 0.0021 -0.0080 -0.0024
C 2.86864 -2.46686 -3.68028 -0.0488 0.0040 -0.0285
H -1.53985 -1.31347 -0.24792 -0.0250 0.0144 0.0342
O -3.10544 1.28673 0.13291 0.0588 0.0655 -0.0420
C -1.56050 2.25560 5.61901 0.0055 0.0669 0.0825
H -2.47839 1.09477 2.59256 0.0117 -0.0120 0.0124
H 1.26423 -0.08139 -2.14305 0.0455 -0.0029 -0.0610
N 0.14848 -0.95226 -3.67188 -0.0952 0.0225 0.0016
C -2.58561 -0.99779 -0.20956 -0.0331 -0.0195 0.0442
C 2.43363 0.06220 -4.00105 -0.0832 0.0309 -0.0540
C -2.32615 0.14976 2.07996 -0.0766 0.0559 -0.0097
H -0.42038 -2.62220 -2.88038 -0.0927 -0.0144 -0.0178
C 1.13476 0.11346 -3.20758 0.0166 -0.0002 0.1031
H -2.95893 -0.79489 -1.21114 0.0221 -0.0255 -0.0165
H 3.83834 -0.86314 -2.64434 -0.0423 -0.0602 -0.0115
H 2.14402 -2.63419 -2.86886 -0.0009 0.0481 0.0080
H -0.95978 2.36936 7.67225 -0.0054 0.0034 0.0015
C -1.30395 3.68185 5.19781 -0.0095 -0.0217 -0.0128
O -0.32867 -1.70307 -2.58280 0.1734 0.0280 -0.0577
H -0.66853 -0.51480 -4.10630 0.0299 -0.0039 -0.0577
H 2.20363 0.04536 -5.07491 -0.0204 -0.0071 0.0653
H 0.30302 1.82058 6.58695 0.0013 0.0012 -0.0024
H 0.62314 1.06638 -3.33060 0.0068 -0.0371 0.0181
H 2.35626 -2.64760 -4.64806 0.0503 0.0228 0.0260
C -2.71471 0.25844 0.63115 0.0248 -0.0955 -0.0030
H -1.92937 3.93891 4.34703 0.0034 0.0059 -0.0001
H -1.28100 -0.15626 2.16778 0.0057 -0.0089 -0.0124
H -1.03358 0.71642 7.01049 0.0054 0.0009 0.0050
H 4.25356 -1.00957 -4.33907 -0.0110 0.0258 0.0410
H 2.90707 1.03136 -3.82862 0.0518 -0.0663 -0.0558
H 3.69588 -4.24398 -3.44196 -0.0309 0.1425 -0.0288
H -0.25069 3.81328 4.94196 0.0021 -0.0015 0.0006
H -3.15229 -1.81864 0.23271 -0.0008 0.0121 0.0271
C -0.76596 1.74753 6.79647 -0.0163 -0.0131 -0.0182
C 3.41949 -1.04937 -3.63606 -0.0718 0.0759 0.0127
H 0.60403 -1.55559 -4.36412 0.0439 -0.0389 0.0584
O 3.96892 -3.32391 -3.53891 0.0746 -0.1496 0.0058
H -1.51416 4.35830 6.02814 -0.0048 -0.0011 0.0048

=====

| no. | largest force on an atom (Eh/bohr) |
| --- | --- |
| 1 | 0.053 |
| 2 | 0.004 |
| 3 | 0.044 |
| 4 | 0.003 |
| 5 | 0.004 |